Record 1
Here is C36H48F10N3O30S2 as an isolated structure at a distorted geometry from the Open Molecules 2025 dataset. Energies are from wB97M-V/def2-TZVPD.

The geometry in XYZ format:
```
129
Properties=species:S:1:pos:R:3:mulliken_charge:R:1
C -2.0148 -1.9396 0.8334 -0.325
F -1.9507 -2.4647 2.0261 -0.187
F -2.3524 -2.8613 -0.0597 0.002
F -2.9567 -1.0367 0.8698 -0.138
S -0.3779 -1.2368 0.1987 0.597
O 0.4409 -2.3979 -0.1057 -0.638
O -0.8416 -0.3762 -0.9148 0.143
N 0.1527 -0.4879 1.4169 -0.265
S 1.5370 0.1550 1.6620 0.969
O 2.0451 -0.0909 2.9527 -0.839
O 2.4459 0.2484 0.5707 -0.417
C 1.0511 1.8777 1.9068 0.270
F -0.1217 2.0099 2.6362 -0.132
F 2.0101 2.5243 2.6040 -0.191
F 0.8905 2.4816 0.7482 -0.083
O 4.0899 -3.9398 -1.7240 -0.660
C 3.2045 -3.3539 -2.3013 0.209
O 2.2708 -3.9914 -3.0052 -0.391
C 1.2585 -3.0602 -3.3389 0.282
C 1.9759 -1.7206 -3.4432 0.149
C 3.0077 -1.8485 -2.3146 0.582
H 0.5508 -2.9839 -2.5287 -0.450
H 0.7598 -3.3896 -4.2290 0.486
H 1.2705 -0.9035 -3.5181 -0.416
H 2.5202 -1.6380 -4.3762 0.325
H 2.5922 -1.5572 -1.3179 -0.508
H 3.9717 -1.3314 -2.4231 0.508
O 4.3803 6.4512 1.7936 -0.581
C 4.8514 5.4035 2.1080 0.543
O 4.6960 4.8755 3.3501 -0.355
C 5.5449 3.6745 3.4358 -0.626
C 5.5703 3.1555 2.0123 0.262
C 5.5896 4.3945 1.1328 -0.333
H 4.9769 3.0423 4.0963 0.365
H 6.5195 3.9485 3.8232 0.285
H 4.6701 2.5398 1.9269 -0.389
H 6.3788 2.4606 1.8236 0.443
H 4.9874 4.4085 0.2111 0.070
H 6.6064 4.7922 0.9422 0.337
O -0.9146 -5.0794 -2.5781 -0.601
C -1.5198 -5.5651 -1.6512 0.370
O -2.8370 -5.5189 -1.4343 -0.255
C -3.2472 -6.2631 -0.3157 -0.293
C -2.0309 -6.9448 0.2768 -0.680
C -0.9059 -6.3000 -0.4015 -0.120
H -3.9887 -6.9107 -0.6904 0.386
H -3.7077 -5.5484 0.3528 0.144
H -1.9869 -8.0156 0.1428 0.257
H -2.0239 -6.7775 1.3566 0.328
H -0.1537 -7.0334 -0.7445 0.470
H -0.4878 -5.5011 0.2121 -0.041
O 1.6568 5.6393 6.3097 -0.589
C 0.9707 5.6789 5.3381 0.547
O -0.3621 5.3849 5.4067 -0.411
C -0.9841 5.5453 4.0912 -0.591
C 0.1104 5.4980 3.0569 0.634
C 1.3035 6.0297 3.8365 0.012
H -1.4826 6.5085 4.1101 0.324
H -1.7760 4.7975 3.9806 0.306
H -0.1259 6.1210 2.1999 0.455
H 0.2277 4.4729 2.7295 -0.798
H 1.4295 7.1112 3.8085 0.346
H 2.3282 5.6933 3.6145 -0.287
O 0.4571 3.3073 -2.6968 -0.564
C 1.5835 3.0281 -2.9765 0.084
O 2.3554 3.8081 -3.7971 -0.430
C 3.7245 3.2386 -3.9614 -0.580
C 3.5662 1.8053 -3.4776 -0.687
C 2.3793 1.8897 -2.5403 1.660
H 4.3417 3.7643 -3.2263 0.244
H 4.0434 3.4470 -4.9589 0.366
H 4.4585 1.3435 -3.0659 0.462
H 3.3137 1.2044 -4.3555 0.261
H 2.7453 2.1691 -1.5663 0.024
H 1.6929 1.0434 -2.5133 -0.862
C -6.2503 -2.1060 1.3352 -0.485
N -6.1170 -2.8502 -0.0274 0.824
O -6.7867 -2.5052 -0.9762 -0.535
O -5.3044 -3.7449 0.0469 -0.431
H -5.4133 -1.4585 1.5008 -0.071
H -6.2797 -2.8952 2.0662 0.325
H -7.1039 -1.4625 1.4281 0.326
C 4.8660 -2.4805 1.1938 -0.369
N 6.0074 -1.8590 1.9864 0.970
O 6.1218 -2.2060 3.1143 -0.567
O 6.7561 -1.0883 1.3821 -0.585
H 4.2994 -1.6482 0.8006 -0.112
H 4.3544 -3.0623 1.9286 0.302
H 5.2259 -3.0578 0.3662 0.382
C -2.7391 -2.9309 -4.0301 1.128
C -3.9465 -2.9809 -3.1740 1.285
O -4.8169 -3.8122 -3.8465 -0.396
C -4.4613 -3.7668 -5.1618 0.537
O -5.2005 -4.2075 -6.0452 -0.638
O -3.3129 -3.2005 -5.3383 -0.382
F -4.5974 -1.6835 -3.0389 -0.403
H -2.0069 -3.7074 -3.8437 -0.013
H -2.3315 -1.9331 -3.9861 -0.445
H -3.7527 -3.3560 -2.1756 -0.436
C -3.8735 2.0031 -0.1910 -0.123
C -2.9117 2.0996 0.9531 1.065
O -3.5100 1.3846 1.9810 -0.106
C -4.9049 1.4223 1.7501 0.475
O -5.7227 0.9251 2.4683 -0.525
O -5.1419 1.9932 0.5422 -0.399
F -2.7368 3.4276 1.3594 -0.331
H -3.7976 1.0846 -0.7547 0.153
H -3.9216 2.9476 -0.7423 0.368
H -1.9211 1.6768 0.7805 -0.546
C -1.7225 -0.3001 4.5017 0.297
C -0.5342 -1.1691 4.9189 0.982
O -1.0823 -2.4831 4.9213 -0.349
C -2.4276 -2.4308 4.8908 0.606
O -3.1235 -3.4174 4.8553 -0.561
O -2.8528 -1.1140 4.8619 -0.381
F -0.1681 -0.8351 6.2226 -0.368
H -1.6204 -0.0876 3.4514 -0.503
H -1.7784 0.5593 5.1412 0.525
H 0.3748 -1.0699 4.2763 -0.163
C -1.7835 2.4837 -4.3095 -0.334
C -1.1339 1.1822 -3.7926 0.835
O 0.0684 1.0990 -4.5037 -0.140
C 0.0752 2.0217 -5.5647 0.548
O 0.9317 2.1045 -6.4014 -0.561
O -0.9774 2.8554 -5.4560 -0.355
F -1.9668 0.0463 -4.0413 -0.360
H -1.7400 3.2980 -3.5816 0.247
H -2.8072 2.3559 -4.6636 0.365
H -0.8548 1.0349 -2.7315 -0.365
```

The orbital gap is 10.320 eV. The net charge is -1. The value obtained for the LUMO energy is 0.069 Eh. The value obtained for the energy above the lowest of the compared OMol25 structures with the same formula, charge and spin is 0.0 kcal/mol. The spin multiplicity is 1. For the HOMO energy, the calculation gives -8.4 eV. The electronic energy is -152849.8725 eV.


Record 2
Here is C20H24BeN2O3S as an isolated structure at a distorted geometry from the Open Molecules 2025 dataset. Energies are from wB97M-V/def2-TZVPD.

The geometry in XYZ format:
```
51
Properties=species:S:1:pos:R:3:mulliken_charge:R:1
C -5.2589 0.2656 0.3751 -0.565
C -5.2857 1.5675 -0.4280 -0.794
H -5.4682 -0.5930 -0.2705 0.252
H -6.0278 0.2823 1.1542 0.278
H -4.2921 0.0993 0.8579 0.059
H -4.4282 1.6490 -1.1014 0.209
H -6.1937 1.6216 -1.0374 0.326
H -5.2845 2.4412 0.2304 0.254
C 0.7041 -2.7813 0.1780 -0.162
C 1.5385 -3.8759 -0.0811 -0.753
C 2.7152 -3.6668 -0.8105 -0.465
C 3.0159 -2.3702 -1.2159 -0.808
H -0.2264 -2.9121 0.7258 0.642
H 1.2755 -4.8456 0.3389 0.389
H 3.3904 -4.4919 -1.0512 0.412
H 3.9459 -2.1438 -1.7443 0.286
N 0.9830 -1.5254 -0.1969 -0.021
C 2.1121 -1.3220 -0.9105 0.529
C 2.3212 0.0644 -1.3452 0.790
N 1.4794 0.9995 -0.8126 0.130
C 1.5344 2.2739 -1.2633 -0.052
C 3.3011 1.7165 -2.7965 -0.414
C 2.3830 2.6489 -2.2997 -0.791
H 0.8660 2.9869 -0.7833 0.437
H 2.3266 3.6667 -2.6757 0.378
C 3.2894 0.4238 -2.2825 -0.802
H 3.9973 -0.3389 -2.5792 0.276
H 4.0142 1.9714 -3.5776 0.423
Be 0.3609 0.4568 0.3739 0.757
C -1.1578 1.2966 0.1860 -0.641
H -1.4622 1.3949 -0.8656 0.273
H -1.0314 2.3019 0.5885 0.258
H -1.9717 0.8171 0.7289 -0.417
C -0.3542 1.1256 8.2352 -1.372
C -0.2766 0.6724 6.8047 0.946
C -0.1879 -0.6961 6.5289 -0.706
C -0.0387 -1.1474 5.2251 -0.634
C 0.0127 -0.2114 4.1905 0.206
C -0.1252 1.1578 4.4246 -0.277
C -0.2749 1.5881 5.7427 -0.820
S 0.2956 -0.8683 2.5699 1.402
O 1.2152 -1.9604 2.7639 -0.655
O -1.0082 -1.1355 1.9851 -0.594
O 0.9352 0.3506 1.8622 -0.522
H -1.2372 0.7112 8.7415 0.318
H 0.5293 0.8000 8.8035 0.316
H -0.4051 2.2160 8.2915 0.340
H -0.1998 -1.4399 7.3210 0.348
H 0.0677 -2.2040 4.9856 0.410
H -0.1047 1.8962 3.6159 0.347
H -0.3576 2.6520 5.9724 0.270
```

The orbital gap is 7.507 eV. The net charge is 0. The value obtained for the LUMO energy is -0.030 Eh. The spin multiplicity is 1. For the HOMO energy, the calculation gives -8.3 eV. The electronic energy is -41491.3385 eV.


Record 3
Here is one molecule with the formula C19H20N4 from the Open Molecules 2025 dataset. Energies are from wB97M-V/def2-TZVPD.

The geometry in XYZ format:
```
43
Properties=species:S:1:pos:R:3:mulliken_charge:R:1
C 0.1238 1.6275 2.9079 -1.541
C -0.4043 0.9650 1.6430 0.797
H -1.1714 1.5942 1.1872 0.435
H 0.4048 0.8595 0.9187 -0.349
C -1.0067 -0.4119 1.9431 -1.528
N -1.4230 -1.0929 0.7471 0.630
C -0.7826 -2.0695 0.0297 -0.015
N -1.4789 -2.5137 -0.9850 -0.822
C -2.6506 -1.8017 -0.9715 0.286
C -3.7487 -1.8549 -1.8194 -0.660
C -4.7992 -0.9962 -1.5639 -0.461
C -4.7713 -0.1048 -0.4929 -0.735
C -3.6861 -0.0360 0.3616 -0.951
C -2.6293 -0.8916 0.1093 1.108
H -3.6729 0.6583 1.1891 0.345
H -5.6162 0.5475 -0.3273 0.382
H -5.6677 -1.0133 -2.2064 0.374
H -3.7702 -2.5478 -2.6454 0.434
N 0.4280 -2.6292 0.3750 -0.200
H 0.5945 -3.3934 -0.2700 0.425
C 1.6177 -1.7967 0.5243 -0.990
C 1.8209 -0.8209 -0.5959 0.992
C 1.3005 -0.8808 -1.8562 -1.034
N 1.6923 0.2152 -2.5758 0.054
C 2.4757 1.0097 -1.7915 -0.539
C 3.1004 2.2200 -2.0651 -0.899
C 3.8331 2.8030 -1.0543 -0.486
C 3.9467 2.2006 0.2020 -0.799
C 3.3339 1.0000 0.4794 -0.269
C 2.5839 0.3865 -0.5244 1.029
H 3.4302 0.5410 1.4524 0.435
H 4.5300 2.6927 0.9663 0.392
H 4.3310 3.7446 -1.2324 0.391
H 3.0121 2.6850 -3.0360 0.390
H 1.4261 0.4087 -3.5258 0.197
H 0.6576 -1.6206 -2.2936 0.520
H 1.5648 -1.2490 1.4689 0.227
H 2.4723 -2.4783 0.5968 0.465
H -0.2896 -1.0436 2.4720 0.348
H -1.8858 -0.2940 2.5861 0.508
H 0.5459 2.6013 2.6743 0.396
H 0.9022 1.0190 3.3634 0.316
H -0.6742 1.7617 3.6351 0.402
```

The orbital gap is 8.618 eV. The net charge is 0. As for the SMILES: CCCn1c(NCc2c[nH]c3ccccc23)nc2ccccc21. The value obtained for the LUMO energy is 0.030 Eh. The value obtained for the energy above the lowest of the compared OMol25 structures with the same formula, charge and spin is 0.0 kcal/mol. The spin multiplicity is 1. For the HOMO energy, the calculation gives -7.8 eV. The electronic energy is -25989.3150 eV.


Q: The lowest net charge belongs to which entry?
A: C36H48F10N3O30S2


Q: orbital gap of number 2 (C20H24BeN2O3S)?
A: 7.507 eV


Q: What is the orbital gap in the second record?
A: 7.507 eV


Q: Among the records above, which one has the lowest electronic energy?
A: C36H48F10N3O30S2